{
  "formula": "C5H7N",
  "method": "the ωB97M-V functional and the def2-TZVPD basis",
  "elements": ["C", "C", "C", "N", "H", "H", "H", "C", "C", "H", "H", "H", "H"],
  "xyz": [[0.564, -1.731, -0.347], [1.658, -1.289, 0.272], [1.693, -0.012, 0.934], [1.732, 1.016, 1.468], [0.563, -2.697, -0.843], [-0.345, -1.138, -0.380], [2.577, -1.867, 0.303], [-1.763, 1.036, 0.268], [-1.054, 1.534, -0.741], [-2.781, 0.678, 0.133], [-1.346, 0.975, 1.271], [-0.039, 1.893, -0.590], [-1.459, 1.604, -1.748]],
  "lowdin_charge": [0.045, -0.163, -0.243, 0.151, 0.068, 0.042, 0.100, -0.094, -0.088, 0.048, 0.047, 0.039, 0.048],
  "homo_ev": -10.2,
  "e_lumo_ev": 0.4,
  "energy_ev": -6786.543,
  "smiles": "C=CC#N.C=C",
  "e_above_lowest_ev": 1.9691,
  "mol_weight_g_mol": 81.1
}

---

{
  "formula": "C5H7N",
  "method": "the ωB97M-V functional and the def2-TZVPD basis",
  "elements": ["C", "C", "C", "C", "N", "C", "H", "H", "H", "H", "H", "H", "H"],
  "xyz": [[1.324, 0.162, -0.210], [0.470, -1.066, -0.062], [-0.946, -0.516, -0.309], [-0.808, 1.046, -0.363], [0.311, 0.929, 0.604], [-0.281, -0.403, 1.029], [2.288, 0.142, 0.297], [1.439, 0.525, -1.241], [0.750, -2.114, -0.125], [-1.720, -1.250, -0.539], [-1.645, 1.546, 0.140], [-0.523, 1.668, -1.227], [-0.658, -0.667, 2.007]],
  "lowdin_charge": [-0.142, -0.170, -0.126, -0.141, -0.050, -0.193, 0.110, 0.112, 0.129, 0.122, 0.110, 0.105, 0.134],
  "homo_ev": -9.0,
  "e_lumo_ev": 1.2,
  "energy_ev": -6785.034,
  "smiles": "C1[C@@H]2[C@@H]3CN1[C@H]23",
  "e_above_lowest_ev": 3.4782,
  "mol_weight_g_mol": 81.1
}

---

{
  "formula": "C5H7N",
  "method": "the ωB97M-V functional and the def2-TZVPD basis",
  "elements": ["C", "C", "C", "N", "C", "C", "H", "H", "H", "H", "H", "H", "H"],
  "xyz": [[-0.355, -3.006, -0.049], [0.302, -2.066, -0.414], [1.029, -0.837, -0.760], [0.697, 0.154, 0.256], [-0.088, 1.085, -0.091], [-0.654, 2.036, 0.917], [-0.941, -3.830, 0.293], [2.109, -1.025, -0.745], [0.758, -0.517, -1.781], [-0.427, 1.200, -1.134], [-0.335, 1.733, 1.916], [-0.347, 3.070, 0.729], [-1.748, 2.004, 0.864]],
  "lowdin_charge": [0.104, -0.132, -0.261, 0.020, -0.237, -0.078, 0.022, 0.113, 0.109, 0.118, 0.075, 0.073, 0.075],
  "homo_ev": -9.8,
  "e_lumo_ev": 1.2,
  "energy_ev": -6785.997,
  "smiles": "C#CC/N=C/C",
  "e_above_lowest_ev": 2.5159,
  "mol_weight_g_mol": 81.1
}

---

{
  "formula": "C5H7N",
  "method": "the ωB97M-V functional and the def2-TZVPD basis",
  "elements": ["C", "C", "C", "C", "C", "N", "H", "H", "H", "H", "H", "H", "H"],
  "xyz": [[2.040, -0.068, -1.744], [0.837, 0.060, -0.948], [-0.171, 0.324, -0.365], [-1.378, 0.372, 0.380], [-1.372, -0.562, 1.522], [-1.495, 0.869, 1.776], [1.867, -0.002, -2.819], [2.524, -1.026, -1.563], [2.774, 0.704, -1.508], [-2.282, 0.496, -0.216], [-0.480, -1.108, 1.842], [-2.284, -1.194, 1.506], [-0.580, 1.135, 2.137]],
  "lowdin_charge": [-0.113, -0.077, -0.020, -0.337, -0.175, 0.038, 0.079, 0.072, 0.078, 0.138, 0.115, 0.108, 0.094],
  "homo_ev": -8.8,
  "e_lumo_ev": 1.0,
  "energy_ev": -6785.426,
  "smiles": "CC#C[C@H]1CN1",
  "e_above_lowest_ev": 3.0870,
  "mol_weight_g_mol": 81.1
}

---

{
  "formula": "C5H7N",
  "method": "the ωB97M-V functional and the def2-TZVPD basis",
  "elements": ["C", "C", "C", "N", "C", "C", "H", "H", "H", "H", "H", "H", "H"],
  "xyz": [[2.618, -0.321, 0.033], [1.674, 0.378, -0.239], [0.570, 1.303, -0.589], [-0.509, 1.008, 0.324], [-1.245, 0.092, -0.142], [-1.584, -1.037, 0.758], [3.503, -0.878, 0.258], [0.893, 2.317, -0.401], [0.324, 1.148, -1.654], [-1.409, -0.026, -1.227], [-0.948, -0.927, 1.641], [-2.632, -1.122, 1.020], [-1.254, -1.935, 0.217]],
  "lowdin_charge": [0.106, -0.122, -0.267, 0.015, -0.255, -0.070, 0.024, 0.105, 0.113, 0.117, 0.081, 0.067, 0.085],
  "homo_ev": -9.4,
  "e_lumo_ev": 1.1,
  "energy_ev": -6785.128,
  "smiles": "C#CC/N=C/C",
  "e_above_lowest_ev": 3.3843,
  "mol_weight_g_mol": 81.1
}

---

{
  "formula": "C5H7N",
  "method": "the ωB97M-V functional and the def2-TZVPD basis",
  "elements": ["C", "C", "N", "C", "C", "C", "H", "H", "H", "H", "H", "H", "H"],
  "xyz": [[0.082, 1.277, -0.401], [-0.186, 1.129, 0.892], [-0.404, -0.120, 1.489], [-0.312, -1.257, 0.674], [0.003, -1.209, -0.619], [0.307, 0.103, -1.310], [0.250, 2.265, -0.819], [-0.332, 1.964, 1.569], [0.078, -0.233, 2.367], [-0.581, -2.170, 1.200], [0.017, -2.132, -1.193], [1.356, 0.200, -1.610], [-0.277, 0.183, -2.239]],
  "lowdin_charge": [-0.107, -0.151, -0.030, -0.152, -0.093, -0.201, 0.096, 0.108, 0.121, 0.109, 0.094, 0.103, 0.104],
  "homo_ev": -7.6,
  "e_lumo_ev": 1.1,
  "energy_ev": -6787.547,
  "smiles": "C1=CNC=CC1",
  "e_above_lowest_ev": 0.9656,
  "mol_weight_g_mol": 81.1
}

---

{
  "formula": "C5H7N",
  "method": "the ωB97M-V functional and the def2-TZVPD basis",
  "elements": ["C", "C", "N", "C", "C", "C", "H", "H", "H", "H", "H", "H", "H"],
  "xyz": [[-0.028, 0.946, -1.935], [-0.030, 1.424, -0.604], [-0.812, 0.929, 0.628], [-0.090, -0.207, 0.342], [0.299, -0.207, -0.991], [0.004, -1.461, 1.168], [-1.003, 0.964, -2.427], [0.886, 1.961, -0.326], [-0.452, 1.588, 1.311], [1.261, -0.673, -1.191], [0.245, -1.293, 2.214], [-1.011, -1.857, 1.117], [0.732, -2.115, 0.694]],
  "lowdin_charge": [-0.110, -0.188, 0.091, -0.350, -0.118, 0.000, 0.047, 0.121, 0.122, 0.126, 0.078, 0.098, 0.084],
  "homo_ev": -7.1,
  "e_lumo_ev": 0.5,
  "energy_ev": -6782.204,
  "e_above_lowest_ev": 6.3081,
  "mol_weight_g_mol": 81.1
}

---

{
  "formula": "C5H7N",
  "method": "the ωB97M-V functional and the def2-TZVPD basis",
  "elements": ["C", "N", "C", "C", "C", "C", "H", "H", "H", "H", "H", "H", "H"],
  "xyz": [[1.587, 1.001, 0.064], [2.145, -0.136, -0.011], [0.947, -1.038, -0.070], [0.005, 0.142, 0.051], [-1.253, 0.139, -0.715], [-1.264, 0.234, 0.794], [2.023, 2.029, 0.135], [0.950, -1.827, 0.839], [0.955, -1.768, -1.007], [-1.636, -0.672, -1.322], [-1.476, 1.077, -1.242], [-1.380, 1.273, 0.921], [-1.603, -0.455, 1.563]],
  "lowdin_charge": [0.000, -0.024, -0.190, -0.356, -0.117, -0.088, 0.095, 0.140, 0.137, 0.101, 0.104, 0.087, 0.111],
  "homo_ev": -8.9,
  "e_lumo_ev": 1.1,
  "energy_ev": -6784.310,
  "smiles": "C1=NCC12CC2",
  "e_above_lowest_ev": 4.2025,
  "mol_weight_g_mol": 81.1
}

---

{
  "formula": "C5H7N",
  "method": "the ωB97M-V functional and the def2-TZVPD basis",
  "elements": ["C", "C", "C", "C", "N", "C", "H", "H", "H", "H", "H", "H", "H"],
  "xyz": [[-0.202, -1.559, 0.301], [-0.328, -0.557, -0.829], [-0.778, -0.218, 0.576], [-0.060, 1.894, -0.389], [0.269, 0.799, 0.678], [0.642, 0.609, -0.748], [-0.944, -2.353, 0.245], [0.731, -1.864, 0.774], [-0.962, -0.761, -1.683], [-1.765, 0.052, 0.926], [0.722, 2.650, -0.206], [0.994, 0.778, 1.388], [1.694, 0.523, -1.025]],
  "lowdin_charge": [-0.060, -0.157, -0.219, -0.040, -0.067, -0.265, 0.107, 0.105, 0.132, 0.144, 0.020, 0.169, 0.132],
  "homo_ev": -7.3,
  "e_lumo_ev": 0.9,
  "energy_ev": -6783.231,
  "e_above_lowest_ev": 5.2817,
  "mol_weight_g_mol": 81.1
}

---

{
  "formula": "C5H7N",
  "method": "the ωB97M-V functional and the def2-TZVPD basis",
  "elements": ["C", "C", "C", "N", "C", "C", "H", "H", "H", "H", "H", "H", "H"],
  "xyz": [[0.010, 1.078, 0.931], [0.196, 0.259, -0.258], [-0.721, -0.608, -0.830], [-2.003, -0.813, -0.260], [0.895, -1.026, 0.002], [2.018, -0.219, -0.446], [-0.409, 1.969, 0.636], [-0.728, 0.568, 1.572], [0.976, 1.248, 1.389], [-0.634, -0.967, -1.783], [-2.744, -0.250, -0.601], [0.651, -1.566, 0.870], [2.494, 0.327, -1.221]],
  "lowdin_charge": [-0.051, -0.358, -0.262, -0.001, -0.075, 0.255, 0.057, 0.103, 0.088, 0.092, -0.013, 0.107, 0.058],
  "homo_ev": -7.4,
  "e_lumo_ev": -1.3,
  "energy_ev": -6779.700,
  "e_above_lowest_ev": 8.8129,
  "mol_weight_g_mol": 81.1
}

---

{
  "formula": "C5H7N",
  "method": "the ωB97M-V functional and the def2-TZVPD basis",
  "elements": ["C", "C", "C", "N", "C", "C", "H", "H", "H", "H", "H", "H", "H"],
  "xyz": [[0.166, 1.801, 1.457], [-0.437, 1.401, 0.503], [-0.519, 0.874, -0.791], [-1.203, -0.319, -1.277], [0.163, -0.456, -0.814], [0.536, -1.376, 0.296], [0.364, 2.303, 2.365], [-0.313, 1.599, -1.577], [-1.770, -0.739, -0.533], [1.092, -0.222, -1.375], [-0.163, -1.265, 1.123], [0.534, -2.423, -0.039], [1.549, -1.178, 0.661]],
  "lowdin_charge": [0.120, -0.124, -0.322, 0.091, -0.361, -0.068, 0.020, 0.146, 0.109, 0.147, 0.075, 0.085, 0.083],
  "homo_ev": -8.7,
  "e_lumo_ev": 1.0,
  "energy_ev": -6784.473,
  "smiles": "C#C[C@@H]1N[C@@H]1C",
  "e_above_lowest_ev": 4.0398,
  "mol_weight_g_mol": 81.1
}

---

{
  "formula": "C5H7N",
  "method": "the ωB97M-V functional and the def2-TZVPD basis",
  "elements": ["C", "N", "C", "C", "C", "C", "H", "H", "H", "H", "H", "H", "H"],
  "xyz": [[-1.203, -0.107, 1.052], [-0.503, 0.342, -0.158], [-0.831, 1.469, -0.762], [0.403, -0.464, -0.795], [1.578, -0.950, -0.187], [2.655, -1.331, 0.217], [-0.611, -0.886, 1.533], [-2.172, -0.527, 0.764], [-1.358, 0.729, 1.736], [-1.831, 1.877, -0.689], [-0.083, 1.925, -1.395], [0.342, -0.432, -1.873], [3.616, -1.645, 0.557]],
  "lowdin_charge": [-0.017, -0.276, 0.021, -0.173, -0.173, 0.087, 0.092, 0.097, 0.090, 0.069, 0.072, 0.097, 0.013],
  "homo_ev": [-6.9, -7.0],
  "e_lumo_ev": [0.2, 0.4],
  "energy_ev": -6784.058,
  "e_above_lowest_ev": 4.4548,
  "mol_weight_g_mol": 81.1
}